(1)
The following is a quantum chemistry calculation of a 3-piece molecular cluster, C2H3N3O2 overall in a non-equilibrium geometry, from OMol25.

ORCA input file:
```
! RIJCOSX wB97M-V def2-TZVPD def2/J DEFGRID3
* xyz 0 1
C -0.83139 -0.24021 -0.18730
C 0.57464 -0.63970 -0.18708
H -2.84300 -0.13217 0.59266
H 0.87919 2.53714 0.75972
H 2.03278 -1.81468 0.00771
N -0.77885 1.05216 -0.17133
N 0.53489 1.52099 -0.30567
N 1.40621 0.45605 -0.17714
O -2.02212 -0.84373 -0.22891
O 1.04764 -1.89586 -0.10264
*
```

Results
LUMO energy	-0.66	eV

What are the natural (NBO) partial charges on each atom? They are as follows, in elementary charge units:
1 C 0.36
2 C 0.39
3 H 0.50
4 H 0.37
5 H 0.50
6 N -0.31
7 N -0.19
8 N -0.34
9 O -0.63
10 O -0.64



(2)
The following is a quantum chemistry calculation of one molecule with the formula C2H3N3OS in a non-equilibrium geometry, from OMol25.

ORCA input file:
```
! RIJCOSX wB97M-V def2-TZVPD def2/J DEFGRID3
* xyz 0 1
O -2.72429 -0.68566 -0.04385
C -1.60987 -0.20553 -0.04020
N -1.26746 1.22098 -0.07441
C -0.00230 1.29384 0.06207
N 0.63092 0.09043 0.26110
S 2.23841 -0.26792 -0.17061
N -0.39466 -0.85304 -0.01115
H 0.57511 2.17372 0.08902
H 2.62069 -0.40179 1.15494
H -0.32468 -1.73832 0.47670
*
```

Results
LUMO energy	0.28	eV
SMILES string	O=c1ncn(S)[nH]1

What are the natural (NBO) partial charges on each atom? They are as follows, in elementary charge units:
1 O -0.58
2 C 0.72
3 N -0.49
4 C 0.26
5 N -0.40
6 S 0.23
7 N -0.47
8 H 0.21
9 H 0.13
10 H 0.41



(3)
The following is a quantum chemistry calculation of one molecule with the formula C2H3N3S in a non-equilibrium geometry, from OMol25.

ORCA input file:
```
! RIJCOSX wB97M-V def2-TZVPD def2/J DEFGRID3
* xyz 0 1
C 0.21417 1.00803 0.77766
C 0.49961 -0.90081 -0.80275
N -2.00271 0.79944 0.75537
N -0.79118 -0.81972 -0.28812
N -0.96033 0.21319 0.40526
S 1.34060 0.78275 -0.53674
H 0.08577 1.70063 1.54820
H 0.88912 -1.69199 -0.04309
H 0.72494 -1.09152 -1.81579
*
```

Results
LUMO energy (spin up / spin down)	-1.08 / -0.55	eV

What are the natural (NBO) partial charges on each atom? They are as follows, in elementary charge units:
1 C -0.25
2 C -0.32
3 N -0.10
4 N -0.33
5 N 0.02
6 S 0.29
7 H 0.24
8 H 0.22
9 H 0.22



(4)
The following is a quantum chemistry calculation of one molecule with the formula C2H3N3S in a non-equilibrium geometry, from OMol25.

ORCA input file:
```
! RIJCOSX wB97M-V def2-TZVPD def2/J DEFGRID3
* xyz 0 1
S 1.85239 0.96222 1.28007
C 0.49363 0.23320 0.35804
C 0.25402 -0.04744 -0.94668
N -1.03870 -0.49158 -0.93858
N -1.50976 -0.55900 0.31163
N -0.59127 -0.11295 1.08850
H 1.30297 0.67465 2.42884
H 0.79097 0.15337 -1.84943
H -1.55425 -0.81246 -1.73238
*
```

Results
LUMO energy	0.79	eV
SMILES string	Sc1c[nH]nn1

What are the natural (NBO) partial charges on each atom? They are as follows, in elementary charge units:
1 S 0.02
2 C -0.06
3 C -0.12
4 N -0.33
5 N -0.04
6 N -0.26
7 H 0.15
8 H 0.23
9 H 0.42



(5)
The following is a quantum chemistry calculation of C2H3N3S as an isolated structure in a non-equilibrium geometry, from OMol25.

ORCA input file:
```
! RIJCOSX wB97M-V def2-TZVPD def2/J DEFGRID3
* xyz 0 1
C -0.71576 -0.49273 0.00643
C 1.01507 0.60079 0.16048
H -1.00557 -1.80017 1.64187
H 1.84660 1.36981 0.54564
H 0.65822 1.66886 -1.61406
N 0.39472 -0.44271 0.72005
N 0.40841 0.73779 -1.00170
N -0.70975 0.05513 -1.11694
S -1.89193 -1.69677 0.65822
*
```

Results
LUMO energy	0.57	eV

What are the natural (NBO) partial charges on each atom? They are as follows, in elementary charge units:
1 C 0.21
2 C 0.18
3 H 0.16
4 H 0.23
5 H 0.41
6 N -0.53
7 N -0.35
8 N -0.31
9 S -0.01



(6)
The following is a quantum chemistry calculation of an isolated ion of composition C2H3N4 and charge +1 in a non-equilibrium geometry, from OMol25.

ORCA input file:
```
! RIJCOSX wB97M-V def2-TZVPD def2/J DEFGRID3
* xyz 1 1
C -0.61640 1.47816 0.02668
C 0.07739 -0.71586 0.02471
N -1.59408 0.87286 -0.10093
N -1.07523 -1.09343 0.04925
N -2.08854 -0.30411 -0.00178
N 1.33293 -0.75394 -0.01703
H 0.07680 2.22685 0.27962
H 1.89226 -0.59448 -0.90255
H 1.99488 -1.11604 0.64203
*
```

Results
LUMO energy	-6.70	eV

What are the natural (NBO) partial charges on each atom? They are as follows, in elementary charge units:
1 C 0.21
2 C 0.52
3 N -0.01
4 N -0.11
5 N -0.12
6 N -0.68
7 H 0.29
8 H 0.45
9 H 0.45



(7)
The following is a quantum chemistry calculation of an isolated ion of composition C2H3N4O and charge -1 in a non-equilibrium geometry, from OMol25.

ORCA input file:
```
! RIJCOSX wB97M-V def2-TZVPD def2/J DEFGRID3
* xyz -1 1
C 1.38345 -0.06606 0.03669
C -0.08651 -0.16144 0.04730
N -0.84931 0.89092 -0.17852
O -0.63508 2.17965 -0.28747
N -0.66105 -1.37118 0.24623
N -1.94860 -1.19805 0.12818
N -2.50984 -0.15455 -0.03177
H 1.70314 0.26606 -1.00032
H 1.73752 -1.15148 0.29682
H 1.86627 0.76612 0.74286
*
```

Results
LUMO energy (spin up / spin down)	4.40 / 4.40	eV
SMILES string	C/C(N=O)=N/N=[N-]

What are the natural (NBO) partial charges on each atom? They are as follows, in elementary charge units:
1 C -0.65
2 C 0.20
3 N 0.02
4 O -0.63
5 N -0.45
6 N -0.03
7 N -0.12
8 H 0.22
9 H 0.22
10 H 0.21



(8)
The following is a quantum chemistry calculation of a 3-piece molecular cluster, C2H3N4O overall in a non-equilibrium geometry, from OMol25.

ORCA input file:
```
! RIJCOSX wB97M-V def2-TZVPD def2/J DEFGRID3
* xyz 1 1
C -1.79634 1.60607 0.35556
C 3.32350 -0.18041 0.89360
N -0.85553 1.00091 0.07197
N -3.54469 0.89160 -1.31315
N -4.04109 0.27025 -2.04798
N 2.37242 -0.19914 0.22729
O 1.37085 -0.23524 -0.49140
H -2.69399 2.13871 0.36523
H 4.19478 -0.46074 1.36031
H 0.36950 0.21263 -0.15624
*
```

Results
LUMO energy	-3.94	eV

What are the natural (NBO) partial charges on each atom? They are as follows, in elementary charge units:
1 C 0.32
2 C 0.26
3 N -0.44
4 N -0.08
5 N 0.09
6 N 0.17
7 O -0.42
8 H 0.28
9 H 0.28
10 H 0.53



Respective relative energy (zero: lowest compared OMol25 entry of this formula, charge and spin) values: 6.443 0.691 5.980 0.907 1.629 2.492 3.299 3.103 eV.
Respective molar mass values: 101.065 117.133 101.134 101.134 101.134 83.074 99.073 99.073 g mol⁻¹.